No. 1
Molecular formula: C51H44F5IrN5O6SSi
Method: DFT, ωB97M-V/def2-TZVPD

Structure (XYZ):
```
114
Properties=species:S:1:pos:R:3:forces:R:3:lowdin_spin:R:1
Ir 0.109 0.768 -0.371 0.5 0.4 -0.2 0.47
S -2.141 -0.643 2.444 -0.1 0.1 -0.1 0.00
Si 3.220 -0.134 0.395 0.0 0.0 0.1 0.01
F -1.438 -5.497 3.383 0.0 0.0 0.0 0.00
F -3.356 -3.206 1.015 -0.2 0.5 0.1 0.00
F -3.238 -5.554 5.422 0.0 0.0 0.0 0.00
F -4.244 -1.014 4.694 0.0 0.0 0.0 0.00
F -4.664 -3.338 6.033 0.0 0.0 0.0 0.00
O 0.172 3.346 1.385 -0.1 0.0 0.1 0.01
O -1.041 1.468 1.153 -0.3 -0.3 -0.2 0.02
O -6.088 2.817 4.514 0.0 0.0 0.0 0.00
O -0.764 5.785 5.575 0.0 0.0 0.0 0.00
O -5.735 2.027 2.540 0.0 0.0 0.0 0.00
O -2.783 5.856 6.324 0.0 0.0 0.0 0.00
N -1.928 5.445 5.566 0.0 0.1 0.1 0.00
N 1.775 0.284 -1.989 -0.5 -0.1 0.5 0.00
N -5.384 2.600 3.551 -0.1 0.0 0.0 0.00
N -0.782 2.690 -1.297 0.2 -0.2 -0.3 0.03
N -2.957 1.911 -1.006 -0.1 0.1 0.1 0.01
C -1.174 -1.547 -0.743 0.4 -0.1 -0.2 0.01
C -1.792 3.078 2.682 0.0 0.1 0.0 0.00
C 6.363 2.272 1.664 0.0 0.0 0.0 0.00
C 5.589 -0.367 2.008 0.0 -0.1 0.0 0.00
C 6.724 0.113 2.648 0.0 0.0 0.0 0.00
C 3.267 -4.778 1.045 0.0 0.0 0.0 0.00
C 4.820 0.458 1.186 -0.1 0.1 -0.1 0.00
C 7.114 1.432 2.476 0.0 0.0 0.0 0.00
C 2.703 -3.934 1.993 0.0 0.0 0.0 0.00
C -1.733 4.767 -2.881 0.0 0.0 0.0 0.00
C 3.201 -2.004 0.601 0.0 0.1 0.0 0.00
C -3.323 -2.429 -6.012 0.0 0.0 0.0 0.00
C 1.687 -1.123 -2.534 0.1 -0.1 0.0 0.00
C 3.132 0.465 -1.385 0.1 0.0 -0.2 0.00
C 2.335 -0.413 -4.859 0.0 0.0 0.0 0.00
C -3.644 3.998 4.575 0.0 0.0 -0.1 0.00
C -0.194 -1.187 0.328 0.1 0.2 -0.1 0.02
C 2.525 1.005 -4.286 0.0 0.0 0.1 0.00
C -1.073 -3.024 1.762 0.4 -0.1 0.1 0.00
C -2.150 -0.969 -3.922 -0.2 -0.1 0.0 0.01
C -1.071 -0.413 -1.661 -0.5 0.3 0.3 0.12
C -2.595 3.835 -2.373 0.0 0.0 0.0 0.00
C -2.100 2.806 -1.541 0.0 0.0 0.0 0.00
C -2.097 -4.375 3.715 0.0 0.1 0.1 0.00
C -3.093 2.601 2.670 0.0 0.0 0.0 0.00
C 3.824 -4.241 -0.106 0.0 0.0 0.0 0.00
C 1.728 0.744 1.011 -0.2 -0.1 0.2 0.16
C -2.755 -0.324 -5.006 0.0 0.0 0.1 0.00
C -3.533 -2.102 4.372 0.1 0.0 0.0 0.00
C -3.758 -3.288 5.058 0.0 0.0 -0.1 0.00
C 5.229 1.787 1.032 0.0 0.0 0.0 0.00
C -1.943 -3.441 0.568 -3.3 0.6 1.0 0.00
C 2.675 -2.565 1.769 0.0 0.0 0.0 0.00
C -2.111 -2.366 -3.931 0.1 0.0 -0.1 0.00
C 3.796 -2.869 -0.317 0.0 0.0 0.0 0.00
C 0.028 3.672 -1.738 0.0 0.1 0.1 0.01
C -3.339 -1.042 -6.036 0.0 0.0 0.0 0.00
C -0.379 4.711 -2.532 0.0 0.0 0.0 0.00
C 1.616 1.270 -3.089 0.0 0.0 -0.2 0.00
C -1.976 -2.603 -0.656 0.8 -0.7 -0.2 0.02
C -2.698 -3.085 -4.960 0.0 0.0 0.0 0.00
C -1.867 -3.204 3.036 0.0 0.0 -0.2 0.00
C -3.031 -4.424 4.742 0.0 0.0 0.0 0.00
C -1.410 4.025 3.623 -0.1 0.0 0.0 0.00
C -2.576 -2.055 3.383 0.2 -0.1 0.0 0.00
C -1.545 -0.129 -2.879 0.1 0.1 0.1 0.03
C -0.682 -1.525 1.734 0.1 -0.1 -0.2 0.00
C -0.777 2.633 1.663 0.2 0.1 -0.1 0.00
C 1.344 -1.207 -4.014 0.1 0.0 0.0 0.00
C -3.992 3.081 3.604 0.1 0.0 0.0 0.00
C -2.339 4.453 4.555 0.0 -0.1 -0.1 0.00
H 0.331 -0.861 -4.194 0.0 0.0 0.0 0.00
H -3.414 1.863 1.953 0.0 0.0 0.0 0.00
H 0.568 1.278 -3.385 0.0 0.0 0.0 0.00
H 3.562 1.150 -3.979 0.0 0.1 0.0 0.00
H 2.291 -4.343 2.908 0.0 0.0 0.0 0.00
H 0.986 -1.700 -1.937 0.0 0.0 0.0 0.00
H 0.730 -1.758 0.202 0.0 0.0 0.0 0.00
H 1.406 0.442 2.010 -0.1 0.1 0.0 0.00
H -3.655 3.868 -2.587 0.0 0.0 0.0 0.00
H -0.176 -3.649 1.756 0.1 0.1 0.0 0.00
H 4.264 -2.472 -1.211 0.0 0.0 0.0 0.00
H -2.219 -4.492 0.528 1.8 -0.5 -0.7 0.00
H -3.781 -2.995 -6.813 0.0 0.0 0.0 0.00
H 0.132 -1.337 2.434 0.0 -0.2 0.1 0.00
H 1.852 2.250 -2.682 -0.1 0.0 0.0 0.00
H 4.286 -4.891 -0.838 0.0 0.0 0.0 0.00
H 2.243 -1.919 2.526 0.0 0.0 0.0 0.00
H -4.355 4.349 5.307 0.0 0.0 0.0 0.00
H 2.320 1.770 -5.036 0.0 0.0 0.0 0.00
H 1.933 1.822 1.049 0.1 0.0 0.1 0.03
H -2.644 1.293 -0.273 0.1 0.0 -0.1 0.00
H 1.367 -2.262 -4.298 0.0 0.0 0.0 0.00
H 1.048 3.614 -1.383 0.0 0.0 -0.1 0.00
H -2.105 5.557 -3.520 0.0 0.0 0.0 0.00
H 5.305 -1.404 2.148 0.0 0.0 0.0 0.00
H 7.999 1.806 2.973 0.0 0.0 0.0 0.00
H 7.301 -0.544 3.286 0.0 0.0 0.0 0.00
H 2.667 -1.585 -2.406 0.0 0.0 0.1 0.00
H 6.658 3.305 1.532 0.0 0.0 0.0 0.00
H 3.296 -0.934 -4.874 0.0 0.0 0.0 0.00
H -1.584 -2.893 -3.148 0.0 0.0 0.0 0.00
H 3.281 -5.847 1.210 0.0 0.0 0.0 0.00
H 0.328 5.460 -2.857 0.0 0.0 0.0 0.00
H -2.770 0.760 -5.028 0.0 0.0 0.0 0.00
H -2.666 -4.167 -4.941 0.0 0.0 0.0 0.00
H 3.902 0.054 -2.046 0.0 0.0 -0.1 0.00
H 1.986 -0.373 -5.891 0.0 0.0 0.0 0.00
H 4.650 2.465 0.413 0.0 0.0 0.0 0.00
H -2.693 -2.871 -1.416 -0.2 0.0 0.1 0.00
H -1.480 0.912 -3.194 0.1 0.0 0.0 0.01
H 3.322 1.542 -1.324 0.0 0.0 0.1 0.00
H -3.806 -0.518 -6.861 0.0 0.0 0.0 0.00
H -3.944 2.057 -1.108 0.0 0.0 0.0 0.00
H -0.404 4.419 3.624 0.0 0.0 0.0 0.00
```
Positions in Å, forces in eV/Å.

HOMO-LUMO gap (spin up / spin down), eV: 6.85 / 6.85
2S+1: 2
HOMO level (spin up / spin down), eV: -7.56 / -7.93
Relative energy (zero: lowest compared OMol25 entry of this formula, charge and spin), kJ/mol: 201.93

---

No. 2
Molecular formula: C51H44N5O2PtSTe
Method: DFT, ωB97M-V/def2-TZVPD

Structure (XYZ):
```
105
Properties=species:S:1:pos:R:3:forces:R:3:lowdin_spin:R:1
Pt 13.510 11.429 13.897 0.3 -0.1 -1.0 1.16
Te 9.347 8.992 10.685 0.2 -0.7 0.0 0.01
S 15.228 12.189 15.332 0.2 0.3 -0.1 0.26
O 13.970 9.303 12.695 -0.8 0.3 1.2 0.09
O 15.200 5.491 12.726 -0.4 0.2 0.4 0.00
N 12.401 12.683 15.095 0.0 1.2 1.1 0.13
N 12.808 12.875 16.360 0.7 0.3 1.5 0.02
N 12.941 11.549 10.627 -2.1 -0.9 -0.8 0.19
N 12.353 12.708 12.606 -0.5 0.6 -0.8 0.31
N 14.674 12.908 17.806 -2.5 0.3 -1.8 0.02
C 16.659 11.269 10.366 -2.1 -0.5 0.5 0.08
C 17.869 11.883 10.488 0.8 -0.3 -0.3 0.00
C 11.123 6.537 15.437 0.3 0.1 0.6 0.00
C 14.632 9.176 13.929 -1.9 0.2 0.1 0.06
C 14.810 9.277 18.546 1.6 -1.5 -0.9 0.00
C 14.741 6.735 10.218 0.3 -1.4 -0.7 0.00
C 13.669 9.688 19.164 0.1 0.7 0.1 0.00
C 7.745 11.399 9.723 -0.3 -0.1 1.1 0.00
C 16.051 8.968 13.842 0.0 -2.2 1.9 0.01
C 14.419 7.252 11.456 -0.6 1.8 0.2 0.00
C 14.803 7.535 9.066 1.2 -1.3 0.5 0.00
C 15.388 11.791 10.916 1.1 -1.8 -1.1 0.03
C 10.277 13.966 11.085 -0.1 -0.7 0.9 0.03
C 16.534 7.735 14.352 -1.7 0.7 -0.6 0.00
C 11.326 13.314 13.189 0.6 -0.2 -0.1 0.06
C 13.088 6.279 13.584 1.7 0.4 -2.0 0.00
C 11.389 13.361 14.651 -0.1 -0.5 -0.7 0.01
C 18.239 9.488 13.133 0.8 1.7 -0.3 0.00
C 6.638 13.015 11.169 0.2 1.1 -1.5 0.00
C 15.496 12.926 11.691 1.5 1.9 0.8 0.09
C 17.961 13.056 11.239 -2.1 0.6 0.6 0.10
C 7.037 12.572 9.915 -0.8 -0.1 -0.3 0.00
C 11.317 13.438 10.425 1.8 -1.2 0.2 0.27
C 14.253 8.668 11.546 1.0 -0.7 -1.3 0.02
C 14.905 9.153 17.163 -0.7 0.0 -0.7 0.00
C 14.112 12.686 16.562 0.2 -0.2 0.6 0.03
C 7.027 12.339 12.271 1.7 -1.6 0.8 0.00
C 13.744 9.406 16.408 2.0 -1.0 -1.2 0.00
C 14.649 8.888 9.240 -0.4 1.4 -1.2 0.01
C 12.585 12.813 11.102 -1.5 2.3 2.0 0.07
C 15.274 6.955 7.723 -0.8 -1.1 0.1 0.00
C 14.397 9.544 10.453 -0.9 -1.9 0.1 0.05
C 14.310 6.311 12.620 -0.4 -1.2 0.2 0.00
C 12.329 5.999 15.857 1.0 -0.2 -2.3 0.00
C 13.692 9.214 14.932 -0.4 0.9 0.2 0.04
C 7.803 11.184 12.133 1.0 -0.1 -1.5 0.00
C 10.443 14.124 15.520 -0.7 0.1 -0.5 0.00
C 11.755 10.667 10.334 2.1 0.1 -1.0 0.02
C 11.849 6.746 13.173 0.5 0.4 -0.4 0.00
C 10.878 6.901 14.139 -0.2 0.7 -1.6 0.00
C 8.210 10.710 10.845 -1.5 0.9 1.2 0.00
C 13.344 5.853 14.856 -2.2 0.5 1.8 0.00
C 12.615 9.826 17.047 -2.3 0.5 -1.7 0.00
C 16.762 13.562 11.843 0.4 -1.4 -1.1 -0.02
C 16.924 9.851 13.317 -0.2 2.0 -1.4 0.01
C 18.717 8.277 13.573 0.8 0.9 -0.5 0.00
C 10.297 13.964 12.479 0.3 0.1 -0.5 0.31
C 14.191 11.000 10.658 2.2 0.5 0.1 0.38
C 11.046 10.040 11.465 0.4 -1.8 0.1 0.01
C 17.847 7.434 14.192 0.5 -2.0 1.0 0.00
C 12.587 10.035 18.377 1.8 -0.8 0.8 0.00
H 16.724 14.458 12.425 0.5 0.4 0.3 0.00
H 6.968 12.704 13.262 -0.8 0.4 0.8 0.00
H 18.859 10.294 12.710 0.1 -0.8 0.1 0.00
H 7.803 10.942 8.763 0.5 0.1 -0.8 0.00
H 14.623 6.106 7.325 0.6 1.1 0.7 0.00
H 18.230 6.495 14.585 -0.1 0.0 -0.1 0.00
H 15.808 8.822 16.627 -0.4 0.2 0.6 0.00
H 15.597 12.608 18.000 0.6 -0.1 0.2 0.00
H 19.763 8.021 13.454 -0.1 0.0 0.0 0.00
H 14.971 5.638 10.134 -0.4 1.2 0.2 0.00
H 13.750 9.806 20.226 -0.6 0.0 0.4 0.00
H 15.788 7.023 14.718 0.6 0.2 0.2 0.00
H 10.332 6.763 16.096 -0.6 -0.1 1.1 0.00
H 9.975 7.432 13.835 -0.1 -0.5 0.3 0.00
H 18.769 11.419 9.994 -1.0 0.6 0.7 0.00
H 11.092 14.703 16.174 -0.5 0.1 0.5 0.00
H 10.583 10.747 12.091 -0.3 0.8 1.2 0.00
H 11.739 10.419 18.773 -2.5 1.1 1.4 0.00
H 9.296 14.239 10.749 0.1 0.4 -1.3 0.00
H 14.289 5.463 15.093 1.1 -0.5 0.3 0.00
H 15.201 7.766 7.022 0.2 0.2 -0.6 0.00
H 12.661 9.221 14.530 0.4 -0.5 0.3 0.01
H 8.232 10.691 12.997 -0.3 0.0 0.2 0.00
H 14.047 13.293 18.497 0.4 -0.2 0.2 0.00
H 12.528 5.699 16.857 0.0 -0.1 0.7 0.00
H 16.560 10.849 12.963 0.5 -1.0 0.4 0.00
H 15.630 8.852 19.112 0.1 0.5 0.2 0.00
H 11.385 13.319 9.383 -0.3 0.2 -1.3 0.01
H 11.729 7.035 12.112 -0.2 -0.1 0.7 0.00
H 11.077 11.253 9.737 -0.3 0.1 -0.3 0.01
H 14.705 13.397 12.298 0.4 -0.5 -0.6 0.01
H 9.447 14.476 12.862 -0.2 0.0 1.2 0.02
H 18.906 13.540 11.320 0.4 0.5 0.3 0.01
H 6.670 13.135 9.076 0.0 0.0 -0.4 0.00
H 13.387 13.597 11.047 -0.5 -0.9 -0.5 0.03
H 9.902 13.320 16.041 0.1 0.6 0.5 0.00
H 16.308 6.535 7.705 -0.7 0.6 0.4 0.00
H 9.639 14.770 15.028 1.6 -0.9 0.4 0.00
H 12.199 9.886 9.716 -0.5 0.0 -0.2 0.00
H 16.593 10.260 9.961 0.2 0.4 -0.3 0.00
H 6.127 13.966 11.193 -0.2 0.0 0.3 0.00
H 11.659 9.276 11.992 -0.4 0.8 -0.1 0.00
H 14.697 9.497 8.330 0.1 0.0 0.3 0.00
H 11.652 10.045 16.488 1.4 -0.3 0.4 0.00
```
Positions in Å, forces in eV/Å.

HOMO-LUMO gap (spin up / spin down), eV: 5.29 / 5.69
Net charge: +1
2S+1: 5
HOMO level (spin up / spin down), eV: -8.49 / -10.43
Relative energy (zero: lowest compared OMol25 entry of this formula, charge and spin), kJ/mol: 0.00

---

Calculated E_tot (Eh), listed in the same order as above: -3986.1722; -3179.1434
Calculated F_max (eV Å⁻¹), listed in the same order as above: 3.52; 3.36